(w)
{"formula": "C7H12", "method": "ωB97M-V with the def2-TZVPD basis set", "species": ["C", "C", "C", "C", "C", "H", "H", "H", "H", "H", "H", "H", "H", "C", "C", "H", "H", "H", "H"], "positions_angstrom": [[1.05, -1.65, 0.40], [0.42, -1.85, -0.77], [-0.65, -1.05, -1.37], [-1.60, -0.33, -0.76], [-1.81, -0.15, 0.71], [0.82, -0.80, 1.04], [1.84, -2.32, 0.73], [0.75, -2.70, -1.37], [-0.67, -1.08, -2.46], [-2.31, 0.19, -1.41], [-2.87, 0.05, 0.93], [-1.50, -1.04, 1.28], [-1.23, 0.70, 1.08], [1.13, 1.95, -0.32], [1.45, 2.06, 0.97], [1.23, 1.02, -0.86], [0.76, 2.81, -0.88], [1.83, 1.20, 1.53], [1.35, 2.99, 1.52]], "molar_mass_g_mol": 96.17, "gap_ha": 0.36415, "charge": 0}

=====

(x)
{"formula": "C7H12", "method": "ωB97M-V with the def2-TZVPD basis set", "species": ["C", "C", "C", "C", "C", "C", "C", "H", "H", "H", "H", "H", "H", "H", "H", "H", "H", "H", "H"], "positions_angstrom": [[-1.79, -1.26, -0.44], [-0.61, -0.67, -0.56], [-0.55, 0.85, -0.57], [-0.14, 1.36, 0.59], [-0.05, 2.82, 0.83], [0.68, -1.28, -1.00], [1.34, -1.96, 0.28], [-2.03, -2.33, -0.45], [-2.64, -0.70, -0.14], [-0.89, 1.53, -1.35], [0.19, 0.70, 1.40], [0.21, 3.08, 1.86], [0.80, 3.23, 0.23], [-0.91, 3.45, 0.60], [1.43, -0.57, -1.34], [0.50, -1.99, -1.82], [2.05, -1.24, 0.69], [1.78, -2.93, 0.11], [0.62, -2.09, 1.08]], "molar_mass_g_mol": 96.17, "gap_ha": 0.37510, "charge": 0}

=====

(y)
{"formula": "C7H12", "method": "ωB97M-V with the def2-TZVPD basis set", "species": ["C", "C", "C", "C", "C", "C", "C", "H", "H", "H", "H", "H", "H", "H", "H", "H", "H", "H", "H"], "positions_angstrom": [[-2.52, 0.30, 0.11], [-1.23, -0.49, -0.01], [-0.24, -0.04, -1.12], [0.87, -0.01, -0.07], [2.21, -0.66, -0.22], [2.11, 0.80, 0.12], [-0.14, -0.19, 1.06], [-3.18, 0.15, -0.75], [-2.30, 1.38, 0.17], [-3.08, 0.02, 1.01], [-1.45, -1.56, -0.07], [-0.10, -0.76, -1.94], [-0.49, 0.93, -1.55], [2.47, -0.92, -1.25], [2.61, -1.35, 0.52], [2.45, 1.57, -0.56], [2.24, 1.01, 1.19], [-0.31, 0.77, 1.56], [0.09, -0.94, 1.82]], "molar_mass_g_mol": 96.17, "gap_ha": 0.39987, "charge": 0}

=====

(z)
{"formula": "C7H12", "method": "ωB97M-V with the def2-TZVPD basis set", "species": ["C", "C", "C", "C", "C", "H", "H", "H", "H", "H", "H", "H", "H", "H", "H", "C", "C", "H", "H"], "positions_angstrom": [[1.24, -1.17, -0.19], [1.49, 0.10, -0.96], [0.51, 1.14, -0.46], [0.40, 0.87, 1.08], [0.16, -0.75, 0.89], [0.59, -1.91, -0.85], [2.16, -1.64, 0.33], [1.37, 0.18, -1.97], [2.54, 0.31, -0.80], [-0.46, 0.71, -0.83], [0.64, 2.25, -0.67], [-0.31, 1.41, 1.63], [1.29, 0.95, 1.72], [-0.81, -0.96, 0.54], [0.54, -1.26, 1.76], [-2.65, 0.49, -0.19], [-2.91, -0.70, -0.30], [-2.78, 1.64, -0.21], [-3.02, -1.65, -0.52]], "molar_mass_g_mol": 96.17, "gap_ha": 0.41659, "charge": 0}

=====

Comparing the structures above, (y) comes out on top by 9.1 kcal/mol.